Here is C51H47BCl3F4MoN6S4Sb as an isolated structure from the Open Molecules 2025 dataset. Energies are from ωB97M-V/def2-TZVPD.

Geometry as XYZ:
```
118
Properties=species:S:1:pos:R:3:lowdin_charge:R:1
Sb -1.109 2.833 -0.356 1.40
Mo -0.011 0.179 -0.024 1.24
Cl 4.868 -0.682 -2.393 0.68
Cl 3.965 -3.350 -1.695 0.69
Cl 5.294 -1.690 0.307 0.68
S 0.563 0.940 2.130 0.62
S -0.367 -3.001 1.344 0.80
S -2.984 -2.968 2.185 0.90
S -3.290 -0.436 0.842 0.81
F -1.887 0.679 -2.911 0.10
F -1.030 -1.108 -4.086 0.18
F -0.365 -0.776 -1.910 -0.13
F -2.532 -1.474 -2.370 0.15
N -0.167 -1.759 0.627 -0.42
N 1.637 1.715 -0.575 -0.08
N -1.476 -3.051 2.552 -0.34
N -2.023 0.139 0.408 -0.48
N -3.469 -2.046 1.047 -0.34
N 1.914 -0.761 -0.419 0.12
C 3.489 3.052 0.268 -0.16
C -3.844 0.308 2.363 -0.32
C 2.944 -1.155 -0.696 -0.28
C -4.220 -4.711 0.445 -0.05
C 3.078 2.881 -2.083 0.00
C 3.296 -4.388 2.050 -0.07
C 1.244 1.446 -2.978 -0.01
C 4.225 3.549 1.366 -0.01
C -3.638 -4.538 1.690 -0.32
C -1.463 -4.990 -1.931 -0.03
C -4.732 -5.965 0.134 -0.04
C -5.132 0.791 2.539 -0.05
C -6.732 0.317 -1.995 -0.04
C 4.244 -1.715 -1.104 -1.60
C -3.005 -2.623 4.917 -0.06
C -4.549 0.863 -1.157 -0.07
C 3.410 -4.349 3.435 -0.05
C -4.638 -0.205 -0.285 -0.32
C -4.668 -6.996 1.058 -0.04
C -4.494 1.556 4.731 -0.05
C -3.209 1.066 4.540 -0.05
C 2.373 2.217 0.484 -0.27
C 1.991 1.905 1.812 -0.60
C -1.111 -3.985 -1.038 -0.05
C -5.606 1.123 -2.017 -0.03
C -0.761 -4.341 0.254 -0.33
C -2.873 0.444 3.349 -0.10
C 1.052 -3.579 2.239 -0.31
C 1.990 2.019 -1.820 -0.32
C 2.732 2.404 2.858 -0.09
C 3.820 3.382 -1.062 0.03
C 3.851 3.224 2.638 -0.05
C -6.808 -0.760 -1.118 -0.04
C 0.167 4.427 0.222 -0.26
C -1.457 -6.313 -1.519 -0.05
C -4.076 -6.800 2.301 -0.04
C -3.752 -2.679 3.751 -0.33
C -5.450 1.420 3.736 -0.05
C -5.788 -2.393 4.959 -0.04
C -2.695 3.234 0.980 -0.27
C -5.056 -2.336 6.140 -0.04
C -1.837 3.668 -2.165 -0.27
C -1.104 -6.650 -0.214 -0.05
C -0.749 -5.662 0.686 -0.07
C -5.138 -2.575 3.752 -0.05
C 2.345 -3.925 4.214 -0.05
C -3.674 -2.452 6.120 -0.04
C -5.759 -1.029 -0.256 -0.07
C -3.551 -5.563 2.626 -0.06
C 1.151 -3.540 3.619 -0.05
C 2.115 -3.995 1.445 -0.09
B -1.528 -0.673 -2.889 -1.21
H -4.028 -7.610 3.016 0.12
H 2.440 2.164 3.872 0.11
H -1.723 -7.096 -2.218 0.12
H -7.553 0.519 -2.670 0.12
H 0.315 -3.214 4.222 0.09
H -2.451 2.955 -2.705 0.00
H 0.194 1.747 -2.973 0.06
H -1.099 -7.686 0.097 0.12
H -6.448 1.811 3.883 0.12
H -5.810 -1.871 0.420 0.10
H -7.685 -1.392 -1.111 0.12
H 4.408 3.598 3.487 0.12
H -1.929 -2.706 4.883 0.10
H -2.404 2.908 1.976 0.01
H 4.663 4.036 -1.253 0.14
H 1.243 0.358 -2.962 0.08
H 4.124 -4.731 1.444 0.11
H 1.025 4.514 -0.444 0.01
H 2.010 -4.039 0.367 0.09
H -4.748 2.055 5.657 0.12
H -2.854 4.312 0.976 0.03
H -5.571 -2.204 7.083 0.12
H -3.613 2.733 0.684 0.00
H -5.082 -7.965 0.810 0.12
H -5.701 -2.641 2.829 0.12
H -0.422 5.343 0.165 0.03
H -0.468 -5.915 1.702 0.13
H -1.864 0.087 3.181 0.07
H -0.995 3.960 -2.792 0.02
H -3.647 1.453 -1.201 0.07
H -3.112 -2.410 7.044 0.12
H 4.332 -4.661 3.909 0.12
H -5.875 0.707 1.759 0.11
H -2.461 1.179 5.314 0.12
H -5.185 -6.128 -0.835 0.12
H -6.865 -2.306 4.983 0.12
H 2.437 -3.901 5.292 0.12
H -4.252 -3.898 -0.267 0.11
H -2.412 4.557 -1.903 0.02
H 3.309 3.111 -3.114 0.12
H -5.541 1.948 -2.714 0.12
H -1.735 -4.728 -2.945 0.12
H 1.690 1.774 -3.913 0.10
H 0.510 4.279 1.244 0.02
H -1.116 -2.945 -1.339 0.08
H -3.090 -5.396 3.593 0.13
H 5.080 4.187 1.182 0.12
```

⟨S²⟩ = 2.026
HOMO (spin up / spin down) = -11.83 / -12.10 eV
Total charge = +2
Gap between HOMO and LUMO (spin up / spin down) = 6.899 / 7.000 eV
2S+1 = 3


Here is a 2-piece molecular cluster, C51H47N4OS overall from the Open Molecules 2025 dataset. Energies are from ωB97M-V/def2-TZVPD.

Geometry as XYZ:
```
104
Properties=species:S:1:pos:R:3:lowdin_charge:R:1
S -2.029 4.724 -1.315 1.12
O -4.300 -2.181 2.297 0.09
N -3.300 -0.379 3.320 -0.04
N 0.293 3.981 -2.669 0.06
N -1.679 4.598 -3.845 -0.05
N -1.846 0.303 1.732 0.02
C -0.173 3.390 0.399 0.00
C 0.501 5.777 0.821 -0.01
C 1.287 -1.421 7.636 -0.07
C 0.371 4.193 2.671 -0.01
C 0.650 6.546 3.118 -0.04
C -3.965 4.464 -4.728 -0.01
C 4.077 3.464 -8.091 -0.08
C -5.105 2.929 0.901 -0.10
C -2.384 0.714 3.058 -0.24
C -1.466 0.900 4.252 -0.04
C -5.328 4.405 -4.425 -0.06
C 0.887 3.648 -4.019 -0.28
C -3.509 -1.245 2.277 -0.39
C -1.084 4.527 -5.175 -0.13
C 4.179 4.220 -5.776 -0.03
C -0.190 0.883 7.004 -0.03
C 2.381 2.785 -6.486 -0.07
C -0.702 -0.097 4.739 -0.04
C -6.443 2.558 1.060 -0.07
C 3.894 -0.058 -3.501 -0.07
C 3.708 1.225 -4.020 -0.02
C -1.041 2.444 1.000 -0.11
C 2.173 1.701 -2.235 -0.05
C -5.840 0.280 0.478 -0.02
C -0.091 -0.166 6.056 -0.22
C 0.622 -1.335 6.417 -0.03
C -3.454 -0.350 -0.079 -0.07
C 1.254 -0.342 8.535 -0.07
C -4.789 4.630 -2.056 -0.07
C 4.715 4.175 -7.071 -0.07
C 2.892 2.780 -7.793 -0.07
C -5.737 4.491 -3.087 -0.07
C -6.797 1.221 0.864 -0.06
C 3.216 -0.478 -2.349 -0.09
C 2.800 2.105 -3.419 -0.17
C -1.034 1.073 0.941 -0.01
C -3.438 4.773 -2.364 -0.43
C -2.622 -0.789 1.129 -0.16
C 2.448 3.456 -4.040 -0.16
C -4.510 0.667 0.280 -0.21
C 2.370 0.428 -1.697 -0.09
C 0.411 4.662 -5.050 -0.13
C -4.153 -0.352 4.485 0.00
C -3.059 4.739 -3.703 -0.24
C 0.290 4.453 1.268 -0.21
C -0.954 4.377 -2.700 -0.52
C 0.487 0.791 8.224 -0.07
C -4.181 2.018 0.383 -0.06
C 0.700 6.807 1.743 -0.05
C 0.454 5.236 3.585 -0.05
C 3.003 3.532 -5.471 -0.24
H -0.803 1.756 6.769 0.10
H 0.348 5.040 4.655 0.12
H 0.156 3.345 -0.638 0.06
H -6.052 4.266 -5.234 0.11
H -5.075 4.596 -1.010 0.08
H -1.358 3.554 -5.632 0.14
H 3.337 -1.485 -1.935 0.10
H -4.809 -1.225 4.479 0.10
H 0.634 -2.170 5.711 0.11
H -3.592 4.214 -5.722 0.11
H 1.831 -2.330 7.896 0.11
H -6.116 -0.764 0.309 0.13
H -4.787 3.945 1.134 0.10
H -1.859 2.867 1.607 0.13
H -1.495 5.335 -5.794 0.14
H -2.782 0.041 -0.850 0.13
H -1.543 1.867 4.752 0.11
H 0.743 5.656 -4.701 0.15
H 4.477 3.455 -9.113 0.11
H -3.541 -0.362 5.394 0.09
H -6.804 4.422 -2.870 0.11
H 5.640 4.707 -7.296 0.11
H -7.195 3.306 1.323 0.11
H -2.967 1.647 2.953 0.14
H 1.475 2.211 -6.256 0.13
H -7.830 0.909 1.003 0.11
H 0.469 2.663 -4.336 0.15
H -0.387 0.538 0.235 0.14
H -4.770 0.560 4.500 0.10
H 0.415 1.606 8.945 0.11
H -3.215 2.358 -0.007 0.08
H 0.311 3.150 3.009 0.11
H -1.936 -1.614 0.883 0.17
H 4.586 -0.732 -3.999 0.11
H -3.951 -1.247 -0.462 0.13
H 2.357 2.227 -8.572 0.11
H 2.896 4.265 -3.437 0.15
H 1.817 -0.388 9.469 0.11
H 1.502 2.406 -1.746 0.07
H 0.826 4.467 -6.049 0.11
H 0.722 7.379 3.816 0.12
H 0.454 5.979 -0.255 0.11
H 4.683 4.807 -5.005 0.12
H 0.865 7.828 1.388 0.12
H -0.515 -0.952 4.088 0.13
H 1.866 0.172 -0.762 0.08
H 4.263 1.520 -4.912 0.12
```

HOMO = -10.33 eV
Total charge = +1
Gap between HOMO and LUMO = 5.424 eV


Here is C51H49ClFeN6PSSe2 as an isolated structure from the Open Molecules 2025 dataset. Energies are from ωB97M-V/def2-TZVPD.

Geometry as XYZ:
```
112
Properties=species:S:1:pos:R:3:lowdin_charge:R:1
Se 2.161 -0.620 -2.696 0.87
Se 2.081 3.661 6.603 1.11
Fe -0.214 0.186 0.253 0.38
Cl -1.602 4.403 0.121 0.70
S -0.706 -2.245 -3.412 0.69
P -0.984 -1.871 1.886 1.11
N 0.513 3.564 5.761 -0.22
N 1.509 0.505 1.337 0.07
N -2.493 -4.205 -3.273 -0.20
N -2.715 -2.791 -5.095 -0.23
N -0.937 1.338 1.754 0.05
N 2.919 2.642 5.405 -0.22
C 3.823 -0.220 -3.468 -0.53
C 6.092 -0.855 -3.992 -0.02
C -0.193 1.831 -0.997 -0.17
C 4.685 -2.525 -2.784 -0.09
C 2.845 3.735 0.220 -0.09
C 4.037 1.034 -4.092 -0.29
C -2.420 -5.118 3.986 -0.08
C -2.862 -0.373 -1.316 -0.13
C 2.038 2.317 4.504 -0.33
C 0.697 2.830 4.703 -0.33
C -1.757 -4.733 -2.137 -0.08
C 0.911 4.975 0.876 -0.13
C -4.162 -2.321 -0.714 -0.12
C 2.285 4.809 0.906 -0.11
C -1.736 -4.345 3.056 -0.10
C 7.657 0.709 -5.202 -0.05
C 2.526 -3.967 1.734 -0.09
C 3.608 0.960 3.093 0.02
C -1.677 2.947 3.883 0.01
C 2.729 -4.169 0.371 -0.09
C 0.615 -3.106 -0.086 -0.12
C -2.181 1.774 1.873 -0.11
C -2.591 2.578 2.930 -0.04
C 4.868 -1.174 -3.424 -0.29
C 2.968 2.093 -4.161 -0.07
C -3.170 -4.508 4.984 -0.09
C -1.791 -2.953 3.119 -0.37
C 2.033 2.826 -0.432 -0.08
C -1.927 -0.611 -0.300 -0.24
C -3.228 -3.124 5.056 -0.09
C -2.449 -1.491 -5.693 -0.12
C 1.316 1.220 2.451 -0.13
C -3.901 -4.585 -3.307 -0.06
C 0.405 -2.899 1.275 -0.38
C -3.268 -2.594 0.312 -0.11
C 1.379 -3.328 2.181 -0.12
C 0.113 4.056 0.202 -0.59
C 0.624 2.913 -0.431 -0.32
C -2.174 -1.748 0.505 -0.40
C -2.916 -3.831 -6.101 -0.06
C -3.958 -1.202 -1.519 -0.10
C 6.321 0.376 -4.599 -0.26
C -2.015 -3.127 -3.947 -0.76
C -2.536 -2.351 4.132 -0.10
C -0.360 2.506 3.757 -0.08
C 5.283 1.303 -4.637 -0.02
C 2.715 -0.008 1.114 -0.10
C 1.772 -3.732 -0.535 -0.10
C 3.789 0.192 1.970 -0.02
C 2.344 1.487 3.348 -0.08
C -0.034 1.707 2.669 -0.14
H -4.031 -5.607 -3.675 0.09
H 8.330 -0.148 -5.174 0.07
H -3.618 2.912 2.977 0.11
H 4.748 -0.249 1.736 0.11
H -2.049 -3.887 -6.771 0.10
H -1.155 -4.824 2.278 0.11
H -2.467 -0.721 -4.927 0.07
H -3.799 -3.601 -6.699 0.09
H -5.022 -2.961 -0.873 0.09
H 0.441 5.824 1.361 0.10
H 2.480 1.981 -0.949 0.08
H -3.705 -5.112 5.707 0.10
H 0.281 1.410 -1.890 0.01
H -1.219 2.121 -1.216 0.02
H -1.951 3.575 4.722 0.12
H -3.430 -3.447 0.964 0.10
H -2.370 -6.198 3.929 0.10
H -1.473 -1.457 -6.187 0.08
H 3.628 -4.663 0.022 0.10
H 5.615 -3.094 -2.819 0.08
H -3.231 -1.293 -6.427 0.09
H 5.450 2.264 -5.114 0.12
H 4.366 -2.430 -1.744 0.05
H -2.868 1.452 1.100 0.12
H -3.806 -2.644 5.836 0.10
H 1.239 -3.157 3.244 0.11
H 6.893 -1.588 -3.963 0.11
H -2.575 -1.268 4.193 0.10
H 8.132 1.531 -4.661 0.08
H -3.051 -4.804 -5.641 0.07
H 4.418 1.158 3.785 0.12
H 1.982 1.661 -4.311 0.05
H -1.870 -4.091 -1.260 0.06
H 3.181 2.794 -4.970 0.08
H 3.923 3.606 0.194 0.10
H -0.118 -2.767 -0.814 0.03
H -2.146 -5.727 -1.910 0.09
H 2.924 2.662 -3.228 0.07
H 1.918 -3.863 -1.601 0.09
H -4.307 -4.529 -2.295 0.07
H -0.698 -4.805 -2.376 0.07
H -4.459 -3.903 -3.939 0.09
H 2.910 5.523 1.430 0.10
H 7.548 1.024 -6.241 0.08
H 3.270 -4.300 2.449 0.10
H -4.666 -0.979 -2.312 0.10
H 2.824 -0.595 0.208 0.08
H 3.908 -3.096 -3.294 0.08
H -2.727 0.481 -1.975 0.09
```

⟨S²⟩ = 1.220
HOMO (spin up / spin down) = -6.97 / -6.85 eV
Total charge = 0
Gap between HOMO and LUMO (spin up / spin down) = 6.260 / 5.232 eV
2S+1 = 2


Q: Which formula does entry 3 have?
A: C51H49ClFeN6PSSe2


Q: total charge of number 1 (C51H47BCl3F4MoN6S4Sb)?
A: +2


Q: Look up the total charge of the first one.
A: +2